ORCA calculation (ωB97M-V with the def2-TZVPD basis set) on the molecule C22H26N4O2 in a non-equilibrium geometry.

Output
molar mass	378.476	g mol⁻¹
LUMO energy	0.53	eV
structure (SMILES)	CCN(CC)c1ccc(/C=N/NC(=O)c2cccc(N3CCCC3=O)c2)cc1
E_HOMO	-0.275	Eh
total charge	0
energy relative to the best compared isomer or geometry (same formula, charge and spin)	31.7	kcal per mole
largest force on an atom	0.0230	Eh/bohr

```
54
C22H26N4O2, DFT ωB97M-V with the def2-TZVPD basis set
C -3.96516 0.88851 2.59580
C -3.98880 0.12362 1.27068
N -3.82392 0.98874 0.12423
C -5.04324 1.51776 -0.44450
C -5.61420 0.62389 -1.54758
C -2.59241 1.29208 -0.38574
C -2.44728 1.96969 -1.60915
C -1.20638 2.26809 -2.12178
C -0.03710 1.90043 -1.45432
C 1.26015 2.18025 -2.01294
N 2.31267 1.69949 -1.47856
N 3.51821 1.95065 -2.00700
C 4.68935 1.46363 -1.48966
O 5.75118 1.82779 -1.95426
C 4.55654 0.51115 -0.35688
C 5.44869 0.61410 0.70429
C 5.33212 -0.25301 1.77495
C 4.34265 -1.21828 1.80061
C 3.46026 -1.34688 0.72724
N 2.44422 -2.31151 0.73085
C 1.35265 -2.25839 -0.22912
C 0.29196 -3.17967 0.37303
C 1.12864 -4.19514 1.13870
C 2.37909 -3.41874 1.52761
O 3.16819 -3.75020 2.38073
C 3.58435 -0.48079 -0.35653
C -0.17227 1.24015 -0.22858
C -1.40799 0.94454 0.29157
H -4.76750 1.62198 2.62470
H -3.02176 1.41356 2.71921
H -4.09565 0.20017 3.42670
H -3.21071 -0.64345 1.26427
H -4.94916 -0.39004 1.16915
H -4.86103 2.52323 -0.83100
H -5.77829 1.60958 0.36010
H -4.90031 0.51316 -2.35944
H -6.53021 1.05610 -1.94160
H -5.83865 -0.36555 -1.15594
H -3.31381 2.26137 -2.17929
H -1.13789 2.78509 -3.06890
H 1.29994 2.80161 -2.91711
H 3.60647 2.59306 -2.80040
H 6.21427 1.37381 0.67817
H 6.01528 -0.17541 2.60737
H 4.26039 -1.88472 2.64220
H 0.99263 -1.23521 -0.34982
H 1.68746 -2.63516 -1.20388
H -0.34093 -3.62952 -0.38913
H -0.34014 -2.61781 1.06198
H 0.64027 -4.60429 2.02071
H 1.43582 -5.02842 0.50294
H 2.93813 -0.57669 -1.21179
H 0.72447 0.98780 0.31702
H -1.45127 0.45380 1.25007
```

---

ORCA calculation (ωB97M-V with the def2-TZVPD basis set) on a cluster of 2 separate species, C22H26N4O2S in total in a non-equilibrium geometry.

Output
molar mass	410.543	g mol⁻¹
LUMO energy	-0.44	eV
structure (SMILES)	Cc1cc2nc(/C=C/c3cccnc3)sc2cc1C.CNC(=O)[C@H](C)NC(C)=O
E_HOMO	-0.299	Eh
total charge	0
energy relative to the best compared isomer or geometry (same formula, charge and spin)	13.2	kcal per mole
largest force on an atom	0.0522	Eh/bohr

```
55
C22H26N4O2S, DFT ωB97M-V with the def2-TZVPD basis set
C -1.19510 1.55308 -3.30903
C -0.96181 1.78691 -1.83671
C -1.81064 1.16996 -0.90144
C -1.61705 1.36897 0.46253
N -2.41957 0.80924 1.44381
C -2.01252 1.20171 2.62852
C -2.74807 0.77047 3.81254
C -2.51973 1.27511 5.07888
C -3.25964 0.87086 6.28542
C -2.91252 1.44519 7.51162
C -3.60507 1.05037 8.65413
C -4.62177 0.09926 8.55183
N -4.96683 -0.45350 7.38011
C -4.30396 -0.07677 6.27324
S -0.60197 2.26414 2.64736
C -0.58511 2.17909 0.90878
C 0.27633 2.79732 0.00145
C 0.09556 2.60817 -1.37979
C 1.02962 3.29144 -2.34843
H -0.32805 1.05691 -3.75523
H -1.36142 2.50443 -3.82308
H -2.07183 0.91928 -3.47279
H -2.62987 0.53458 -1.21971
H -3.51926 0.03046 3.63498
H -1.74219 2.02460 5.20166
H -2.11613 2.18194 7.58159
H -3.36400 1.47276 9.62355
H -5.15168 -0.20277 9.45012
H -4.60536 -0.54079 5.34081
H 1.07933 3.42412 0.37635
H 1.82685 3.82265 -1.81939
H 1.49426 2.55655 -3.01265
H 0.47788 4.01617 -2.95462
C 5.93465 -1.96772 -3.26427
N 4.49585 -1.75314 -3.40610
C 3.64162 -1.59631 -2.38738
O 4.01274 -1.64311 -1.21724
C 2.14684 -1.42319 -2.75042
C 1.25040 -1.06646 -1.55456
N 1.59698 -2.62199 -3.38915
C 1.81202 -2.96993 -4.65667
C 1.15140 -4.24254 -5.13316
O 2.50944 -2.31250 -5.41988
H 6.37164 -2.22687 -4.22968
H 6.40484 -1.05874 -2.88612
H 6.12117 -2.77844 -2.55683
H 4.09723 -1.76396 -4.33966
H 2.08796 -0.59787 -3.46189
H 1.30487 -1.84932 -0.79653
H 0.21681 -0.95359 -1.88222
H 1.58456 -0.12694 -1.11172
H 1.02396 -3.22404 -2.82146
H 0.07205 -4.15224 -5.02588
H 1.39949 -4.40067 -6.18207
H 1.51478 -5.08234 -4.54355
```

---

ORCA calculation (ωB97M-V with the def2-TZVPD basis set) on the molecule C22H26N4O3 in a non-equilibrium geometry.

Output
molar mass	394.475	g mol⁻¹
LUMO energy	0.77	eV
structure (SMILES)	CCN(Cc1cnn(C)c1)C(=O)c1cc(COc2ccc3c(c2)CCCC3)on1
E_HOMO	-0.308	Eh
total charge	0
energy relative to the best compared isomer or geometry (same formula, charge and spin)	99.1	kcal per mole
largest force on an atom	0.0207	Eh/bohr

```
55
C22H26N4O3, DFT ωB97M-V with the def2-TZVPD basis set
C -2.23047 -2.43564 1.66226
C -3.08371 -1.18539 1.46492
N -3.22351 -0.84235 0.06723
C -4.34170 -1.46394 -0.63357
C -5.61622 -0.73842 -0.35478
C -6.65010 -1.08100 0.53134
N -7.59656 -0.16137 0.53124
N -7.20300 0.77419 -0.32524
C -8.01946 1.92714 -0.57115
C -6.01656 0.47315 -0.88400
C -2.45877 0.02275 -0.62466
O -2.68177 0.30693 -1.79386
C -1.29948 0.66410 0.04928
C -0.65337 1.81952 -0.46530
C 0.37502 2.03485 0.40649
C 1.42832 3.09809 0.47010
O 2.65761 2.64680 0.97158
C 3.36704 1.71741 0.25136
C 2.98619 1.19692 -0.97683
C 3.79827 0.26696 -1.60972
C 4.98694 -0.14297 -1.03833
C 5.36723 0.38046 0.19893
C 4.56005 1.29830 0.83823
C 6.64596 -0.14001 0.77519
C 6.61871 -1.67359 0.74640
C 6.28444 -2.23333 -0.64903
C 5.91724 -1.13653 -1.65991
O 0.34928 1.08785 1.35613
N -0.67873 0.24785 1.12707
H -1.21750 -2.24243 1.32283
H -2.20153 -2.69676 2.71608
H -2.63804 -3.27649 1.10591
H -2.62450 -0.35434 2.00024
H -4.09041 -1.34591 1.86245
H -4.11657 -1.42190 -1.70215
H -4.41952 -2.50549 -0.31438
H -6.74308 -1.95324 1.14793
H -8.35000 1.95100 -1.61149
H -8.88737 1.86252 0.08175
H -7.46688 2.84294 -0.35393
H -5.53561 1.10696 -1.60075
H -0.92864 2.36868 -1.33962
H 1.53584 3.55165 -0.52537
H 1.11277 3.87629 1.17556
H 2.06454 1.49351 -1.45270
H 3.49016 -0.13693 -2.56351
H 4.83239 1.70966 1.79784
H 7.48804 0.21807 0.17572
H 6.78550 0.21216 1.79789
H 5.86502 -2.00768 1.46157
H 7.58306 -2.05537 1.08527
H 7.13039 -2.80001 -1.04185
H 5.44174 -2.92162 -0.56773
H 5.47123 -1.58545 -2.54859
H 6.83013 -0.61854 -1.97038
```

---

ORCA calculation (ωB97M-V with the def2-TZVPD basis set) on the molecule C22H26N4O4.

Output
molar mass	410.474	g mol⁻¹
LUMO energy	0.25	eV
structure (SMILES)	CC[C@@H](C(=O)N1CCC2(CC1)OCCO2)n1c2ccccc2c2nc(=O)cc(C)n21
E_HOMO	-0.308	Eh
total charge	0
energy relative to the best compared isomer or geometry (same formula, charge and spin)	52.3	kcal per mole
largest force on an atom	0.0191	Eh/bohr

```
56
C22H26N4O4, DFT ωB97M-V with the def2-TZVPD basis set
C 4.15475 -0.27725 -2.19728
C 3.06720 -1.25963 -1.78625
C 1.80222 -0.57928 -1.25587
C 0.89543 -1.63810 -0.59300
O 1.40076 -2.57617 -0.00033
N -0.44117 -1.46655 -0.61251
C -1.22306 -0.44457 -1.27448
C -2.26217 0.10617 -0.30507
C -3.28767 -0.98291 0.08724
C -2.69628 -2.37572 -0.15175
C -1.21635 -2.41614 0.18558
O -4.48288 -0.84478 -0.66003
C -5.34881 0.00595 0.07018
C -4.68380 0.13324 1.45742
O -3.67181 -0.85091 1.43319
N 2.10705 0.45396 -0.24481
C 2.34630 0.03323 1.07415
C 3.29254 -0.85836 1.55022
C 3.33573 -1.08583 2.91420
C 2.47024 -0.44474 3.79618
C 1.53771 0.46122 3.33265
C 1.48778 0.69601 1.96702
C 0.66855 1.57839 1.17761
N -0.28828 2.35185 1.53488
C -0.93743 3.11621 0.57760
O -1.99523 3.66684 0.80905
C -0.23229 3.22667 -0.70544
C 0.78124 2.39902 -1.03939
C 1.56256 2.50730 -2.31087
N 1.12243 1.43737 -0.11959
H 5.03922 -0.82087 -2.51876
H 3.82320 0.34597 -3.02525
H 4.42954 0.36260 -1.36225
H 2.77003 -1.86410 -2.64612
H 3.43868 -1.94752 -1.02827
H 1.30264 -0.08265 -2.08680
H -0.59253 0.36978 -1.62307
H -1.72936 -0.87480 -2.14795
H -1.77538 0.45374 0.60760
H -2.77942 0.95137 -0.76001
H -2.87670 -2.64679 -1.19154
H -3.22735 -3.08324 0.48391
H -1.07605 -2.18039 1.24669
H -0.80711 -3.41488 0.01007
H -6.32962 -0.47370 0.11558
H -5.44035 0.97762 -0.42581
H -4.25049 1.13030 1.60012
H -5.35630 -0.09937 2.28260
H 3.97830 -1.36381 0.89349
H 4.06400 -1.78153 3.30267
H 2.53731 -0.65515 4.85245
H 0.86347 0.98561 3.98979
H -0.54578 4.00775 -1.37867
H 1.54992 3.53979 -2.65025
H 2.59143 2.19654 -2.14565
H 1.13344 1.89525 -3.10505
```